{"formula": "CH2O3P2", "method": "the ωB97M-V functional and the def2-TZVPD basis", "elements": ["H", "P", "O", "O", "P", "H", "O", "C"], "xyz": [[0.016, 0.164, 1.168], [1.418, -1.352, -0.205], [0.774, -2.088, 4.087], [-0.468, -3.674, 2.622], [0.857, -3.294, 3.171], [0.245, 0.883, -0.458], [1.598, -2.277, 0.966], [0.340, -0.074, 0.183]], "mulliken_charge": [0.2828, -0.4587, -0.4990, -0.4370, -0.1619, 0.2154, -0.2634, -0.6782], "total_energy_ev": -25789.377, "total_charge": -2, "homo_ev": 0.44, "max_force_ev_per_a": 2.51, "e_above_lowest_kcal_mol": 12.5}

=====

{"formula": "C2H4OS2", "method": "the ωB97M-V functional and the def2-TZVPD basis", "elements": ["S", "H", "H", "O", "H", "C", "H", "S", "C"], "xyz": [[-2.573, -0.264, -0.353], [0.503, 1.894, 0.625], [1.185, -0.027, -1.527], [-0.334, 1.621, -0.130], [-0.087, -1.676, -0.064], [-0.930, 0.320, 0.083], [0.230, -0.925, 1.390], [1.870, -0.191, -0.356], [0.136, -0.752, 0.330]], "mulliken_charge": [-0.1950, 0.3954, 0.1818, -0.4875, 0.3944, 0.3595, 0.3665, -0.2169, -0.7982], "total_energy_ev": -25854.173, "homo_ev": -9.07, "max_force_ev_per_a": 5.22, "e_above_lowest_kcal_mol": 53.6, "smiles": "OC(=S)CS"}

=====

{"formula": "C24H24BiF4N5S", "method": "the ωB97M-V functional and the def2-TZVPD basis", "elements": ["N", "N", "H", "F", "N", "C", "C", "C", "H", "H", "H", "C", "F", "H", "Bi", "N", "C", "C", "H", "H", "C", "H", "C", "C", "H", "H", "C", "H", "C", "H", "F", "C", "H", "H", "H", "N", "C", "S", "H", "C", "C", "C", "H", "C", "H", "H", "C", "C", "H", "C", "C", "H", "H", "C", "F", "C", "H", "H", "C"], "xyz": [[2.681, 0.337, -0.747], [-0.160, 1.527, -1.000], [-2.711, -3.477, 1.354], [3.038, 4.340, 1.155], [1.386, -1.568, 2.019], [2.036, 3.475, 1.269], [-0.009, 1.648, 1.438], [0.585, 2.139, 2.588], [2.071, 3.450, 3.416], [0.492, -1.412, 4.522], [-0.421, -2.276, -3.855], [1.555, -1.101, 0.785], [-0.989, 0.741, 1.541], [-0.882, 0.174, -4.571], [0.629, -0.095, -2.037], [0.758, -1.441, -0.202], [-1.547, 1.940, -1.265], [-2.014, -3.027, 2.049], [5.576, 1.135, 1.634], [-2.122, -2.609, -4.188], [3.714, 0.096, 1.380], [-1.704, -2.208, 5.321], [-0.764, -2.620, 1.615], [0.410, 2.058, 0.174], [-2.174, 1.712, -0.404], [-3.627, -1.014, -2.646], [-3.077, -0.713, -0.591], [3.624, 1.506, -2.159], [-0.201, -1.882, 3.835], [-2.325, -2.055, -2.079], [0.161, 1.691, 3.770], [-2.343, -2.891, 3.392], [-2.197, -0.608, 0.043], [-2.590, -0.213, -4.600], [3.738, -0.318, 2.378], [-1.724, -0.145, -2.674], [1.614, 3.057, 2.517], [-0.196, -2.874, -0.035], [-1.069, -2.041, -5.473], [1.435, 2.996, 0.118], [-2.066, 1.297, -2.543], [4.762, 0.912, 0.959], [-3.306, -3.234, 3.745], [-1.442, -2.320, 4.278], [-3.682, 0.188, -0.510], [-1.616, 1.811, -3.395], [2.694, -0.177, 0.492], [0.132, -2.052, 2.505], [-1.575, 3.022, -1.415], [-1.299, -1.934, -4.414], [4.754, 1.421, -0.325], [-3.676, -1.532, -0.194], [5.554, 2.050, -0.689], [-2.723, -1.045, -2.026], [1.881, 3.407, -1.074], [-1.640, -0.482, -4.130], [2.054, -1.306, 2.727], [-3.148, 1.427, -2.624], [3.684, 1.112, -1.152]], "mulliken_charge": [-0.3394, 0.0825, 0.5244, -0.3345, -0.0550, 0.4447, 0.2663, 0.2506, 0.5569, 0.4394, 0.2696, 0.2225, -0.3864, 0.4425, 1.2493, -0.3383, -0.4884, -0.5536, 0.4927, 0.3543, -0.3330, 0.4274, 0.7200, -0.0973, 0.3863, 0.3348, -1.1040, 0.4152, -0.7248, 0.4249, -0.3204, -0.7116, 0.0478, 0.5318, 0.4165, 0.3373, -0.6607, -0.1229, 0.3836, 0.6261, -1.0705, -0.7718, 0.4432, -0.7982, 0.3710, 0.4939, 1.1310, 0.1949, 0.4355, -1.1248, -0.7062, 0.4111, 0.4689, -0.6595, -0.4196, -0.7574, 0.2429, 0.2757, -0.2373], "total_energy_ev": -60258.537, "total_charge": 2, "homo_ev": -14.15, "max_force_ev_per_a": 0.20, "e_above_lowest_kcal_mol": 0.0}

=====

{"formula": "C2H4N2O2", "method": "the ωB97M-V functional and the def2-TZVPD basis", "elements": ["O", "N", "N", "C", "O", "H", "H", "C", "H", "H"], "xyz": [[0.273, 2.433, -0.357], [0.004, -1.814, -0.043], [0.150, 1.026, -0.117], [-0.022, -1.040, 0.913], [-0.332, -1.364, -1.240], [-0.142, 1.003, 2.064], [0.193, 2.869, 0.516], [-0.062, 0.480, 1.002], [-0.475, -1.989, -2.074], [0.318, -1.558, 1.906]], "mulliken_charge": [-0.3424, -0.3160, -0.1881, -0.0925, -0.3704, 0.2670, 0.3243, 0.1197, 0.3500, 0.2483], "total_energy_ev": -9208.758, "homo_ev": -9.48, "max_force_ev_per_a": 5.29, "e_above_lowest_kcal_mol": 149.1, "smiles": "O/N=C\\C=N\\O"}

=====

{"formula": "C16H46N4O5", "method": "the ωB97M-V functional and the def2-TZVPD basis", "elements": ["H", "H", "C", "H", "H", "H", "H", "H", "H", "H", "N", "C", "H", "H", "H", "C", "C", "N", "H", "H", "H", "O", "H", "H", "H", "H", "C", "H", "C", "H", "H", "H", "H", "H", "C", "N", "C", "C", "H", "H", "O", "H", "C", "H", "N", "H", "C", "H", "C", "H", "C", "H", "H", "O", "O", "H", "H", "H", "H", "H", "H", "H", "H", "H", "H", "C", "H", "O", "C", "H", "C"], "xyz": [[-4.243, 0.087, -0.095], [-0.953, -1.824, -2.176], [-3.064, -2.102, 1.245], [-0.234, 2.399, 0.141], [1.390, 3.083, 0.371], [-1.628, 1.765, 3.992], [-6.383, 1.008, -1.069], [-2.633, -3.089, 1.398], [-6.095, -1.137, 1.957], [2.228, 1.125, 1.314], [3.823, -1.211, 1.841], [6.704, 1.607, -0.670], [0.853, 0.579, 3.263], [6.628, 0.190, 3.053], [3.373, -1.394, 2.727], [0.415, 1.184, 2.464], [4.798, -0.118, 1.889], [0.989, -0.309, 0.546], [-0.125, 2.569, 6.447], [-2.567, -1.324, 1.832], [-5.665, -1.070, -1.765], [-4.433, -2.178, 1.599], [-2.649, 0.452, 3.337], [4.448, 0.730, 2.499], [5.819, -1.293, 3.402], [1.103, 1.933, -0.874], [6.059, -0.613, 2.582], [5.471, -0.443, -0.149], [0.835, 2.164, 0.161], [7.095, 0.694, -1.118], [-1.499, 0.664, -3.827], [-1.447, -0.806, -5.870], [-5.976, -2.140, -0.607], [-2.939, -1.887, 0.177], [-5.106, -0.953, 1.521], [-5.283, -1.456, -0.909], [1.080, -0.772, -6.357], [-0.850, -1.058, -4.984], [7.538, 2.267, -0.428], [4.108, 0.769, 0.100], [5.991, 1.405, 0.539], [6.693, -1.143, 1.867], [5.043, 0.337, 0.485], [-4.620, -0.199, 2.159], [-2.843, -1.024, -3.639], [0.949, 1.563, 6.832], [-1.499, -0.429, -3.764], [-3.361, -0.432, -2.994], [-1.623, 0.782, 3.516], [-7.211, 0.369, 0.346], [-6.242, 0.712, -0.027], [-5.900, 1.631, 0.454], [0.525, 2.247, 2.732], [0.479, -0.596, -5.085], [-0.948, 0.863, 2.279], [-3.347, -0.920, -4.518], [1.372, -0.239, -0.387], [-1.048, -0.141, -1.681], [0.335, -0.641, -2.612], [0.002, -0.532, 0.535], [3.079, -1.018, 1.175], [-0.865, -2.143, -4.822], [-1.206, -0.005, 4.153], [6.048, 2.190, -1.328], [0.454, -1.368, -7.024], [-0.736, -0.807, -2.495], [1.157, 0.203, -6.857], [0.320, 1.776, 6.136], [-5.209, -0.401, 0.118], [2.080, -1.169, -6.204], [1.147, 1.037, 1.156]], "mulliken_charge": [-0.0040, 0.2801, -0.1774, 0.3331, 0.4354, 0.3148, 0.4016, 0.3570, 0.3483, -0.6742, -0.7285, -0.7438, 0.4189, 0.3203, 0.2937, -1.0834, 0.7555, -0.6354, 0.2945, -0.0789, 0.2648, -0.4167, -0.0650, 0.1738, 0.4125, 0.3718, -1.3756, 0.4298, -1.6150, 0.3172, 0.2253, 0.4204, 0.2308, 0.1799, -0.4635, -0.5280, -0.7595, -0.6938, 0.2485, 0.1649, -0.3503, 0.2920, -0.6250, 0.0787, -0.6615, 0.2872, 0.5295, 0.1631, -0.6109, 0.3323, -1.4891, 0.3623, 0.2851, -0.3027, -0.1726, 0.2437, 0.3181, 0.1298, 0.4162, 0.2241, 0.1782, 0.2938, 0.3690, 0.2812, 0.3463, -1.1326, 0.2500, -0.5677, 0.6244, 0.2381, 1.7190], "total_energy_ev": -33533.257, "homo_ev": -8.71, "max_force_ev_per_a": 2.01, "e_above_lowest_kcal_mol": 31.0, "smiles": "COC[C@H](C)N.COC[C@H](C)N.COC[C@H](C)N.COC[C@H](C)N.O"}

=====

{"formula": "C15H19N3O4", "method": "the ωB97M-V functional and the def2-TZVPD basis", "elements": ["C", "C", "H", "C", "C", "C", "H", "C", "C", "C", "H", "H", "H", "H", "C", "C", "H", "H", "O", "H", "C", "O", "C", "H", "H", "N", "N", "H", "H", "H", "H", "O", "H", "H", "C", "H", "H", "C", "N", "C", "O"], "xyz": [[-2.302, -0.933, -0.672], [2.027, -0.161, -0.975], [-2.163, 2.009, 2.394], [3.425, -0.001, -0.743], [0.263, 2.945, -1.233], [3.337, -1.862, 0.805], [-1.386, -0.097, 1.011], [1.324, -1.386, -0.574], [3.985, -0.863, 0.195], [2.110, -2.166, 0.423], [1.555, 0.429, -1.792], [1.358, 3.120, -1.456], [-3.457, -0.558, 1.297], [-0.287, 3.894, -1.089], [0.039, -1.888, -0.628], [-1.954, 1.428, -0.190], [-0.066, 2.283, -2.076], [-0.879, -0.717, -2.095], [1.022, 3.040, 1.113], [-2.791, -0.361, -1.507], [0.014, -2.920, 0.249], [-3.722, -3.000, -0.442], [-1.162, -1.503, -1.434], [-1.354, -2.329, -2.197], [1.904, 2.894, 0.827], [-1.896, 0.106, 0.197], [1.215, -3.088, 0.861], [0.642, 1.190, 0.123], [4.016, 0.844, -1.313], [-1.796, 3.305, 0.766], [3.857, -2.425, 1.600], [-3.613, -1.506, 1.377], [-0.484, 1.796, 2.671], [1.314, -3.550, 1.882], [0.195, 2.305, 0.138], [-0.944, -3.372, 0.579], [5.050, -0.720, 0.378], [-3.316, -1.874, 0.051], [-1.339, 1.627, 2.003], [-1.212, 2.345, 0.733], [-2.530, 1.721, -1.256]], "mulliken_charge": [0.5592, -0.2306, 0.2238, -0.9562, -1.3967, -0.9035, 0.4543, 0.7531, -0.1826, -0.1323, 0.3762, 0.3662, 0.3567, 0.3419, 0.4079, 0.1472, 0.2748, 0.4110, -0.6085, 0.3408, -0.4678, -0.6038, -1.0366, 0.3506, 0.4336, -0.2110, -0.0814, -0.3832, 0.2808, 0.4555, 0.3336, -0.5428, 0.2535, 0.3311, 0.7636, 0.4228, 0.3479, 0.0853, -0.6108, 0.0026, -0.7258], "total_energy_ev": -28521.614, "homo_ev": -8.16, "max_force_ev_per_a": 6.55, "e_above_lowest_kcal_mol": 78.9, "smiles": "C[C@@H](O)[C@H](N)C(=O)N[C@@H](Cc1c[nH]c2ccccc12)C(=O)O"}